(1)
C8H12F3N | ωB97M-V with the def2-TZVPD basis set

CARTESIAN COORDINATES (ANGSTROEM)
1 H -1.499 0.809 -0.287
2 N 0.904 -0.185 -1.655
3 C -0.966 1.734 -0.136
4 H -1.323 -1.448 -0.859
5 C 2.597 0.171 0.115
6 H 0.828 0.682 -2.331
7 H 0.051 3.079 1.333
8 H -1.300 2.447 -0.781
9 H 1.308 2.212 -0.271
10 F 3.263 -0.954 -0.236
11 C 0.398 -0.975 0.544
12 F 2.819 0.459 1.399
13 H 1.438 -0.949 -2.093
14 C 0.468 -2.361 0.108
15 H -1.608 -1.913 0.960
16 C -0.209 1.976 1.187
17 H 0.849 -2.373 -0.974
18 F 3.292 1.133 -0.487
19 C 0.519 1.497 0.040
20 H 0.424 -0.761 1.618
21 H -0.664 1.316 1.982
22 H 0.709 -3.077 0.871
23 C -0.873 -1.727 0.112
24 C 1.029 0.121 -0.277

Summary:
* SMILES string: NC(C1CC1)(C1CC1)C(F)(F)F
* gap between HOMO and LUMO: 10.6 eV
* HOMO level: -9.592 eV
* charge: 0
* energy above the lowest of the compared OMol25 structures with the same formula, charge and spin: 0.0 kJ/mol
* largest force on an atom: 4.24 eV/A
* E_tot: -666.30192 Ha
* multiplicity: 1

=====

(2)
C8H12F4O | ωB97M-V with the def2-TZVPD basis set

CARTESIAN COORDINATES (ANGSTROEM)
1 C 1.687 1.518 1.261
2 F 2.200 0.440 1.867
3 H -1.993 0.381 2.893
4 C 2.729 1.038 -2.019
5 F 2.670 2.390 1.012
6 C 1.988 0.299 -1.215
7 C 0.871 1.081 -0.038
8 H -1.132 1.751 1.035
9 H -2.392 -0.879 1.883
10 H 2.473 2.049 -2.309
11 C -1.571 -0.157 2.067
12 F 0.525 2.311 -0.588
13 H 3.414 0.481 -2.681
14 H 1.320 -1.854 -1.131
15 F 0.825 2.078 2.188
16 O -0.148 0.242 0.184
17 H -3.461 0.380 -0.113
18 C -1.371 0.744 0.808
19 C -2.385 0.522 -0.288
20 H -0.631 -0.573 2.265
21 H 3.039 -1.557 -1.290
22 C 2.207 -1.159 -0.784
23 H -2.474 1.260 -1.108
24 H -2.044 -0.305 -0.797
25 H 2.172 -1.259 0.313

Summary:
* SMILES string: C=C(C)[C@@](F)(OC(C)C)C(F)(F)F
* gap between HOMO and LUMO: 11.0 eV
* HOMO level: -10.076 eV
* charge: 0
* energy above the lowest of the compared OMol25 structures with the same formula, charge and spin: 0.0 kJ/mol
* largest force on an atom: 4.67 eV/A
* E_tot: -786.66402 Ha
* multiplicity: 1

=====

(3)
C8H12N2 | ωB97M-V with the def2-TZVPD basis set

CARTESIAN COORDINATES (ANGSTROEM)
1 C -0.958 -0.757 2.198
2 C 1.627 2.115 -1.938
3 N -1.019 2.383 0.302
4 N 0.749 -0.103 -1.237
5 C -0.325 1.629 -0.255
6 C -0.120 -0.947 0.963
7 H 2.125 2.753 -1.204
8 C 0.738 1.154 -1.240
9 H -2.577 -0.206 -0.429
10 H -1.894 -1.698 -1.091
11 C -1.735 -0.624 -0.975
12 C 1.162 -1.688 1.123
13 H -1.705 -0.148 -1.955
14 C -0.453 -0.378 -0.223
15 H -1.579 0.132 2.107
16 H 1.911 -1.039 1.592
17 H 1.557 -2.037 0.173
18 H 1.035 -2.549 1.782
19 H -1.628 -1.613 2.348
20 H 2.366 1.573 -2.525
21 H -0.318 -0.705 3.076
22 H 1.040 2.754 -2.592

Summary:
* gap between HOMO and LUMO: 8.7 eV
* HOMO level: -8.232 eV
* charge: 0
* energy above the lowest of the compared OMol25 structures with the same formula, charge and spin: 334.2 kJ/mol
* largest force on an atom: 3.59 eV/A
* E_tot: -421.43295 Ha
* multiplicity: 1

=====

(4)
C8H12N2O | ωB97M-V with the def2-TZVPD basis set

CARTESIAN COORDINATES (ANGSTROEM)
1 C 1.117 0.813 -0.356
2 H 1.017 -1.895 0.158
3 H 0.863 1.686 -0.840
4 H 1.704 -0.845 1.396
5 N -1.912 1.400 1.086
6 H -0.469 0.458 -2.159
7 H 0.052 1.579 1.866
8 C -1.036 -0.519 -0.502
9 H 2.040 0.850 0.212
10 C -1.636 -1.702 0.031
11 H -2.398 1.966 1.702
12 H -1.956 -0.429 -2.442
13 C 0.771 -1.205 0.983
14 C -0.603 0.785 1.589
15 H -0.375 -1.331 -2.310
16 C -2.481 0.760 0.058
17 N -2.173 -2.527 0.645
18 C 0.094 -0.027 0.345
19 H -0.858 0.157 2.510
20 C -0.958 -0.478 -2.009
21 O -3.476 0.889 -0.543
22 H 1.537 0.152 -1.064
23 H 0.108 -1.688 1.698

Summary:
* gap between HOMO and LUMO: 9.4 eV
* HOMO level: -8.914 eV
* charge: 0
* energy above the lowest of the compared OMol25 structures with the same formula, charge and spin: 170.5 kJ/mol
* largest force on an atom: 4.14 eV/A
* E_tot: -496.72764 Ha
* multiplicity: 1

=====

(5)
C8H12N2O | ωB97M-V with the def2-TZVPD basis set

CARTESIAN COORDINATES (ANGSTROEM)
1 N 3.256 -0.248 -0.665
2 H -5.416 1.856 -0.189
3 O 3.796 0.057 1.573
4 C -4.727 1.176 0.083
5 C -4.622 0.330 1.266
6 C -3.764 -0.775 1.219
7 H -5.252 0.401 2.090
8 H 5.175 1.987 0.146
9 C 3.734 0.417 0.445
10 N -4.095 0.870 -1.179
11 C 3.008 -1.678 -0.554
12 C -3.259 -0.153 -1.033
13 H 2.157 -2.061 -1.092
14 C -3.018 -1.003 0.035
15 H -2.852 -0.500 -2.041
16 H -2.173 -1.651 0.145
17 H 2.921 -1.882 0.555
18 H -3.691 -1.428 2.133
19 C 4.102 1.856 0.014
20 H 3.559 2.539 0.593
21 H 3.469 0.215 -1.603
22 H 3.771 1.933 -1.075
23 H 3.921 -2.261 -0.864

Summary:
* SMILES string: CNC(C)=O.c1ccncc1
* gap between HOMO and LUMO: 10.1 eV
* HOMO level: -9.557 eV
* charge: 0
* energy above the lowest of the compared OMol25 structures with the same formula, charge and spin: 162.7 kJ/mol
* largest force on an atom: 5.62 eV/A
* E_tot: -496.73059 Ha
* multiplicity: 1

=====

(6)
C8H12N2O | ωB97M-V with the def2-TZVPD basis set

CARTESIAN COORDINATES (ANGSTROEM)
1 C 0.632 -2.043 0.670
2 C 0.127 -1.578 -1.650
3 H 1.683 -2.874 -0.905
4 H 1.010 1.884 -0.474
5 H 1.419 0.581 0.577
6 C 0.804 0.880 -0.186
7 C 0.809 -2.334 -0.698
8 C 1.296 -3.010 1.552
9 H -2.517 1.749 1.924
10 C -1.646 1.741 -0.032
11 C -0.630 0.676 0.206
12 H -1.923 1.693 -1.109
13 H -3.379 0.839 0.671
14 N -0.274 -1.283 1.402
15 H 2.283 -3.041 1.254
16 H 1.084 0.201 -0.989
17 C -2.820 1.712 0.905
18 H -1.108 2.705 -0.015
19 H 1.398 -2.656 2.548
20 H -3.611 2.428 0.562
21 H 0.987 -4.067 1.662
22 O -1.028 -0.321 0.836
23 N -0.510 -1.154 -2.474

Summary:
* gap between HOMO and LUMO (spin up / spin down): 7.6 / 7.6 eV
* HOMO level (spin up / spin down): -7.680 / -7.681 eV
* charge: 0
* energy above the lowest of the compared OMol25 structures with the same formula, charge and spin: 494.3 kJ/mol
* largest force on an atom: 4.38 eV/A
* E_tot: -496.60430 Ha
* multiplicity: 1

=====

(7)
C8H12N2O | ωB97M-V with the def2-TZVPD basis set

CARTESIAN COORDINATES (ANGSTROEM)
1 N 0.606 0.480 2.284
2 H -1.468 -3.026 -1.862
3 H 0.848 -0.518 -4.352
4 C 2.068 0.171 2.122
5 C -0.953 -2.049 -2.064
6 H -1.563 2.871 1.826
7 H 0.076 0.983 -0.723
8 C 0.397 -0.766 -3.437
9 H 2.494 -0.848 2.212
10 H -1.688 1.690 3.298
11 O 0.303 1.822 0.493
12 C -0.372 -1.880 -3.254
13 C -0.176 1.325 1.532
14 C -1.466 1.795 2.249
15 H 2.603 0.680 2.983
16 H 2.493 0.414 1.145
17 C -0.069 0.127 -1.446
18 H -1.464 -1.061 -0.192
19 H -2.265 1.120 1.909
20 N 0.549 0.246 -2.603
21 H 0.166 0.069 3.061
22 C -0.862 -0.966 -1.144
23 H -0.257 -2.680 -4.037

Summary:
* SMILES string: CNC(C)=O.c1ccncc1
* gap between HOMO and LUMO: 9.6 eV
* HOMO level: -8.919 eV
* charge: 0
* energy above the lowest of the compared OMol25 structures with the same formula, charge and spin: 192.9 kJ/mol
* largest force on an atom: 3.49 eV/A
* E_tot: -496.71911 Ha
* multiplicity: 1

=====

(8)
C8H12N2OS | ωB97M-V with the def2-TZVPD basis set

CARTESIAN COORDINATES (ANGSTROEM)
1 C -3.204 -0.973 -0.552
2 S 3.034 1.112 -0.513
3 O 0.545 1.711 -0.244
4 H -1.428 2.364 1.502
5 H -3.075 1.103 1.407
6 N 0.989 -0.641 0.253
7 C 4.559 0.475 -0.250
8 N 3.224 -1.213 0.601
9 C 2.345 -0.336 0.162
10 H -3.512 -2.018 -1.317
11 H 0.605 -1.658 0.508
12 H -3.347 -1.047 0.919
13 H -2.601 2.090 -0.168
14 H 5.340 -1.341 0.312
15 C -2.168 1.520 0.845
16 C -1.331 0.227 0.391
17 H 5.500 0.876 -0.675
18 H -1.787 0.142 -1.763
19 H -3.876 0.060 -0.966
20 C 0.153 0.576 0.171
21 H -1.416 -0.434 1.275
22 C -1.799 -0.480 -0.858
23 H -1.244 -1.362 -1.242
24 C 4.492 -0.756 0.203

Summary:
* gap between HOMO and LUMO: 9.1 eV
* HOMO level: -8.547 eV
* charge: 0
* energy above the lowest of the compared OMol25 structures with the same formula, charge and spin: 517.8 kJ/mol
* largest force on an atom: 4.96 eV/A
* E_tot: -894.80875 Ha
* multiplicity: 1

=====

(9)
C8H12N3O2 | ωB97M-V with the def2-TZVPD basis set

CARTESIAN COORDINATES (ANGSTROEM)
1 C -2.647 -1.438 -0.828
2 C -0.930 -1.608 0.940
3 H -3.436 -1.990 -1.077
4 O -3.765 1.812 0.340
5 H 1.681 0.580 -1.491
6 H -0.577 2.632 0.688
7 C -0.821 0.697 0.517
8 H -1.942 -1.304 -1.566
9 H 1.468 -1.486 -0.362
10 N -3.244 0.809 0.098
11 H 2.848 0.667 -0.434
12 H -0.467 -2.231 1.721
13 C 1.298 1.820 0.271
14 C 1.280 -0.629 0.195
15 N -3.091 -0.010 -0.715
16 C -0.185 1.950 -0.019
17 C -0.179 -0.502 0.459
18 H -0.480 2.269 -0.937
19 H 2.017 2.657 0.055
20 C -2.043 -1.982 0.423
21 O -1.935 0.695 1.190
22 H -2.624 -2.743 0.893
23 N 1.864 0.613 -0.477
24 H 1.910 -0.858 1.100
25 H 1.296 1.556 1.257

Summary:
* SMILES string: [O-]/[N+]1=N/C/C=C\C2=C(CC[NH2+]C2)O1
* gap between HOMO and LUMO: 8.6 eV
* HOMO level: -12.066 eV
* charge: +1
* energy above the lowest of the compared OMol25 structures with the same formula, charge and spin: 918.2 kJ/mol
* largest force on an atom: 5.50 eV/A
* E_tot: -626.28894 Ha
* multiplicity: 1

=====

(10)
C8H12N4 | ωB97M-V with the def2-TZVPD basis set

CARTESIAN COORDINATES (ANGSTROEM)
1 H -3.153 0.220 2.275
2 H 0.835 -0.792 3.308
3 C -1.233 -0.428 2.924
4 C -1.036 0.369 -2.356
5 C 0.131 -0.350 2.676
6 H 1.081 0.519 -2.705
7 N -1.731 0.527 0.751
8 C 0.611 0.139 1.498
9 H 1.942 2.011 0.003
10 H -1.572 0.247 -1.460
11 N 0.512 1.114 -0.868
12 C -0.439 0.479 0.581
13 H -1.330 1.309 -2.779
14 N 1.840 1.074 -0.248
15 C -2.131 0.040 2.028
16 N 1.787 0.299 0.905
17 H -1.380 -0.476 -2.982
18 H -1.501 -0.782 3.911
19 C 0.441 0.201 -1.951
20 H 2.771 0.219 1.334
21 H 1.865 -1.194 -1.607
22 H 0.533 -1.874 -2.588
23 H 0.380 -1.650 -0.903
24 C 0.776 -1.221 -1.745

Summary:
* gap between HOMO and LUMO: 8.8 eV
* HOMO level: -7.961 eV
* charge: 0
* energy above the lowest of the compared OMol25 structures with the same formula, charge and spin: 458.4 kJ/mol
* largest force on an atom: 5.17 eV/A
* E_tot: -530.91014 Ha
* multiplicity: 1